No. 1
Below is a molecular structure, C16H43BeNO8 at a distorted geometry, with properties calculated with ωB97M-V with the def2-TZVPD basis set.

```
69
Properties=species:S:1:pos:R:3:forces:R:3:nbo_charge:R:1
Be 2.01042 4.49995 2.35112 0.408 -0.210 -0.275 0.12
O 2.84194 0.01849 1.04043 -0.643 0.414 -1.707 -0.96
C 2.57052 0.66048 -0.21325 1.678 -3.079 3.425 -0.08
C 2.49910 2.15742 -0.15475 0.701 2.202 0.918 -0.16
O 3.33883 2.99403 0.67255 -1.002 -1.543 -0.570 -0.42
H 1.62517 0.23849 -0.55433 -0.524 0.528 -0.737 0.14
H 3.34189 0.34927 -0.91769 0.408 0.129 -0.634 0.11
H 1.51699 2.28684 0.30003 -0.405 0.599 -0.273 0.20
H 2.63593 2.53152 -1.16935 -0.735 0.251 -0.349 0.13
C -1.56874 -0.86397 -0.43383 -0.125 0.036 -0.403 -0.64
C -2.94694 -1.44368 -0.02161 -0.128 -0.491 0.593 0.13
C -3.11574 -1.49239 1.55598 0.078 0.895 -1.149 -0.40
C -3.73319 -0.21492 2.09174 -2.367 -0.016 -0.208 -0.40
C -5.19673 -0.03268 1.43952 1.248 -0.742 -0.199 -0.41
C -5.09843 0.20349 -0.08783 0.937 0.587 -0.424 0.15
N -4.12146 -0.78940 -0.66423 -0.849 0.724 1.831 -0.23
O -3.96481 -0.55340 -2.04020 0.107 -0.247 0.088 -0.58
C -6.48151 -0.16657 -0.74208 0.189 -0.301 -0.188 -0.63
C -4.67528 1.72314 -0.37064 -0.675 -0.388 0.489 -0.64
C -3.04572 -2.89296 -0.50968 0.642 0.038 -0.807 -0.61
H -1.55340 0.22288 -0.51521 -0.032 0.134 0.735 0.21
H -1.24603 -1.12429 -1.44190 -0.502 -0.455 -0.239 0.21
H -0.76957 -1.26633 0.18868 -0.082 0.355 0.372 0.24
H -3.73315 -2.33905 1.85609 -0.405 0.032 -0.275 0.20
H -2.17903 -1.69191 2.07643 0.391 0.161 -0.491 0.24
H -3.19405 0.71610 1.91669 0.365 -0.270 -0.086 0.21
H -3.81595 -0.37001 3.16747 -0.206 0.400 0.142 0.21
H -5.84783 0.70116 1.91453 0.422 0.486 -0.055 0.21
H -5.79193 -0.94149 1.52846 0.324 -0.480 0.303 0.20
H -6.54523 -1.24745 -0.86756 0.458 -0.238 0.106 0.21
H -7.39287 0.01104 -0.17114 0.237 0.762 0.369 0.21
H -6.64048 0.21408 -1.75100 0.214 0.417 0.071 0.21
H -3.69852 2.04978 -0.01380 0.350 -0.753 0.003 0.21
H -4.74585 2.07363 -1.40034 -0.100 -0.490 -0.119 0.22
H -5.32507 2.36848 0.22047 -0.477 -0.014 -0.057 0.20
H -2.82820 -2.85533 -1.57709 -0.018 -0.251 -0.198 0.20
H -4.04415 -3.31775 -0.40578 0.032 0.095 0.370 0.20
H -2.28689 -3.54306 -0.07420 -0.020 -0.004 0.210 0.21
H -4.55170 -1.24333 -2.35825 0.071 0.020 -0.750 0.46
C 2.24330 -3.11451 2.30280 -1.162 0.677 -0.521 -0.26
O 1.41060 -1.93428 2.45846 0.539 -1.979 0.177 -0.77
H 2.18599 -3.65722 3.24635 0.516 -0.024 -0.121 0.16
H 1.88510 -3.75303 1.49529 -0.820 -0.416 0.027 0.13
H 3.23272 -2.92736 1.88552 0.440 0.568 1.007 0.18
H 1.72627 -1.34265 1.77150 0.613 1.504 -0.529 0.51
C 3.27402 0.20442 -4.08580 0.039 -1.448 1.140 -0.26
O 4.25016 -0.84552 -3.77269 0.003 1.332 -0.263 -0.74
H 3.70805 0.92305 -4.78100 -0.205 -0.637 -0.437 0.18
H 2.39166 -0.38543 -4.33404 -0.245 0.685 -1.131 0.17
H 2.91705 0.80463 -3.24890 0.579 -0.083 0.575 0.18
H 4.00203 -1.28419 -2.95562 -0.159 0.176 0.174 0.47
C -1.50678 3.10829 1.44410 -0.521 0.307 -3.665 -0.27
O -0.39620 3.60429 2.08901 0.080 -0.220 2.059 -0.72
H -2.45488 3.44860 1.86050 -0.045 -0.249 0.087 0.16
H -1.37305 3.55453 0.45866 -0.861 0.353 -0.436 0.18
H -1.49766 2.06827 1.11797 0.068 -0.583 1.105 0.18
H -0.76290 3.62106 2.97605 1.236 0.318 0.785 0.47
C 6.31790 2.22940 -1.09154 -1.301 -2.524 -0.950 -0.28
O 6.95693 1.73076 0.02958 1.391 1.060 2.718 -0.72
H 5.50259 2.94701 -0.99989 1.147 1.179 0.790 0.21
H 7.07913 2.31388 -1.86711 -0.739 0.664 -0.597 0.15
H 5.63574 1.38844 -1.21626 -0.265 -0.402 -1.864 0.18
H 7.61248 1.08426 -0.24224 -0.250 0.033 -0.046 0.46
C 5.82916 -2.04220 0.03460 0.957 -1.126 0.428 -0.24
O 5.25885 -1.40029 1.06662 -1.021 0.922 2.245 -0.74
H 5.36347 -3.01388 -0.12992 -0.463 -0.154 -0.942 0.14
H 5.88966 -1.36375 -0.81637 0.485 -0.516 -0.645 0.15
H 6.75246 -2.35410 0.52282 1.032 0.153 -1.138 0.16
H 4.32372 -1.24295 0.91700 -1.031 1.137 0.134 0.51
```
Forces are in eV/Å.

Values from the calculation:
Spin multiplicity: 2
Energy above the lowest of the compared OMol25 structures with the same formula, charge and spin (kcal per mole): 22.17
Largest force on an atom (eV/Å): 4.9
Lowest unoccupied orbital energy (alpha / beta) (eV): 2.256 / 1.646
HOMO energy (alpha / beta) (eV): -4.0 / -3.8
Charge: -1

***

No. 2
Below is 7 unconnected molecules or ions with the total composition C16H43O7 at a distorted geometry, with properties calculated with ωB97M-V with the def2-TZVPD basis set.

```
66
Properties=species:S:1:pos:R:3:forces:R:3:nbo_charge:R:1
O -0.60182 -0.33963 -0.05684 -0.240 0.679 -0.681 -0.89
H -0.09769 0.53548 0.00420 0.430 1.126 0.550 0.59
H -1.16764 -0.47412 0.72518 0.432 -0.276 0.134 0.53
H -0.00166 -1.12592 -0.31160 1.609 -1.208 -0.095 0.56
C -0.52078 -3.04645 -2.06871 -1.011 -0.655 -1.332 -0.63
C 0.74034 -3.42011 -1.31476 -0.235 2.620 0.983 0.11
C 1.68769 -4.02772 -2.34288 0.475 -0.310 -0.011 -0.63
O 1.20738 -2.28107 -0.66071 -0.962 -0.790 -0.245 -0.90
H -0.91571 -3.99606 -2.47056 -0.468 0.131 -0.224 0.15
H -0.33997 -2.38558 -2.92348 0.533 -0.101 -0.043 0.20
H -1.34004 -2.51630 -1.57489 0.285 -0.352 0.777 0.19
H 0.42979 -4.21536 -0.60590 0.134 -0.411 0.204 0.07
H 2.64582 -4.34210 -1.92194 -0.043 0.110 0.266 0.19
H 1.91661 -3.30520 -3.12834 -0.104 0.097 -0.005 0.21
H 1.22707 -4.92092 -2.78500 -0.020 -0.025 -0.167 0.15
C 1.05980 2.63136 -2.81884 -0.549 -0.622 -0.028 -0.68
C 1.88690 1.34721 -2.52016 0.134 0.318 1.864 0.12
C 2.51354 0.86715 -3.82908 1.358 -0.621 -0.287 -0.67
O 2.69169 1.43132 -1.43483 -0.140 0.524 -2.293 -0.83
H 0.33598 2.70811 -2.00380 0.404 0.706 0.303 0.23
H 0.45539 2.45615 -3.72630 0.108 0.120 -0.397 0.11
H 1.72404 3.48497 -2.96974 -0.123 0.194 0.243 0.18
H 1.10443 0.59891 -2.26318 -0.612 -0.543 -0.454 0.06
H 1.85711 0.61983 -4.67394 -0.417 -0.035 0.169 0.15
H 3.09850 -0.01618 -3.55435 -0.107 -0.193 -0.155 0.21
H 3.26653 1.56235 -4.22690 -0.036 0.385 0.178 0.15
C -1.50449 3.98695 0.95610 -0.642 -0.193 -0.326 -0.63
C -0.60925 2.88018 1.50065 2.533 0.024 -0.700 0.10
C -1.39361 1.90266 2.34431 0.146 -0.643 0.566 -0.65
O 0.27817 2.30703 0.60466 -2.425 -0.475 0.119 -0.88
H -2.07241 4.45711 1.77003 -0.034 0.129 0.085 0.15
H -2.23250 3.56555 0.25106 0.017 0.114 -0.244 0.17
H -0.88627 4.73927 0.46641 -0.058 -0.066 -0.137 0.21
H 0.02131 3.47196 2.19741 0.090 -0.056 0.725 0.09
H -1.77619 2.38895 3.25085 -0.633 0.019 -0.145 0.17
H -0.74696 1.11019 2.73042 0.358 0.111 -0.190 0.22
H -2.14750 1.36950 1.74939 -0.402 0.395 0.061 0.14
C 1.94145 -0.69277 2.67828 0.275 -0.296 0.916 -0.66
C 3.10221 0.33978 2.83246 -0.223 0.913 -2.677 0.09
C 4.24268 -0.14850 3.71949 0.389 -0.088 0.729 -0.67
O 3.46623 0.70945 1.56923 0.792 -0.795 1.552 -0.85
H 2.20426 -1.52844 2.02483 0.297 0.425 -0.446 0.22
H 1.08990 -0.16344 2.25452 -0.041 -0.049 -0.038 0.21
H 1.66793 -1.21703 3.61541 -0.323 0.316 0.415 0.11
H 2.75868 1.28867 3.30083 -0.770 -0.037 0.897 0.07
H 3.96668 -0.30976 4.77630 -0.460 -0.537 0.036 0.13
H 4.99160 0.63797 3.85208 0.202 -0.001 -0.691 0.18
H 4.67427 -1.04997 3.27391 0.236 -0.011 0.115 0.18
C -2.66710 -1.20784 4.11397 -0.427 -0.945 -0.512 -0.65
C -2.42790 -2.07937 2.85930 0.210 0.932 0.722 -0.06
O -2.33419 -1.20258 1.73394 -0.785 -0.511 0.361 -0.72
H -2.54260 -1.83211 5.00074 0.499 0.267 0.149 0.20
H -3.70089 -0.85918 4.19639 -0.011 0.247 -0.351 0.18
H -1.97982 -0.37018 4.00800 0.047 -0.010 0.592 0.26
H -3.23377 -2.79593 2.68429 0.141 -0.245 0.097 0.14
H -1.46125 -2.55700 3.00870 -0.059 -0.208 -0.443 0.21
H -3.07719 -0.60697 1.88626 0.201 0.367 -0.499 0.47
C -2.93439 -0.27964 -2.73182 0.144 -0.364 -0.072 -0.63
C -2.35081 1.11860 -2.64861 0.502 -0.394 -0.607 -0.08
O -2.22977 1.70837 -3.93834 -0.565 0.138 -0.656 -0.77
H -3.04727 -0.64910 -1.70988 -0.165 -0.032 -0.013 0.21
H -2.24199 -0.97178 -3.21581 0.166 0.201 0.004 0.22
H -3.87321 -0.39974 -3.27929 -0.205 0.441 0.135 0.17
H -1.32391 0.98465 -2.30159 -0.217 0.305 0.752 0.22
H -2.96510 1.77590 -2.02808 0.218 -0.091 0.352 0.14
H -1.50833 2.34850 -3.89939 0.149 -0.166 0.118 0.49
```
Forces are in eV/Å.

Values from the calculation:
Spin multiplicity: 1
Largest force on an atom (eV/Å): 2.8
Lowest unoccupied orbital energy (eV): 6.082
HOMO energy (eV): 3.5
Charge: -3

***

No. 3
Below is a molecular structure, C16H44As4F24N3O3 at a distorted geometry, with properties calculated with ωB97M-V with the def2-TZVPD basis set.

```
94
Properties=species:S:1:pos:R:3:forces:R:3:lowdin_charge:R:1
C -0.01093 4.45946 1.52826 -0.555 0.545 -0.873 -0.04
C -0.70524 5.76588 1.75484 -0.870 1.895 0.157 -0.16
N -1.97476 6.08488 0.90912 0.808 0.395 -1.441 -0.24
C -1.56502 6.32465 -0.55495 0.103 -0.480 -0.076 0.02
C -3.06256 5.01333 0.92403 0.576 -1.374 0.501 -0.16
C -3.45791 4.51351 2.30509 0.143 0.376 0.883 -0.06
C -2.67721 7.34709 1.39260 0.339 -1.278 0.251 -0.09
C -1.90170 8.63206 1.44519 -0.096 0.506 0.635 -0.20
O -1.33134 8.94899 0.22074 -1.279 -3.240 -0.037 -0.20
C -0.73453 10.14008 0.01337 0.222 1.896 -1.295 -0.11
H 0.18556 4.27894 0.47142 -0.260 -0.072 -0.133 0.09
H -0.69203 3.70521 1.92235 0.929 -0.523 0.183 0.08
H 0.99181 4.58884 1.93554 -0.277 -0.659 0.641 0.10
H -0.08372 6.64996 1.61261 0.227 -0.168 -0.603 0.12
H -0.97892 5.91906 2.79875 -0.434 -0.535 0.100 0.13
H -2.28412 7.01087 -1.00227 -0.051 -0.387 -0.003 0.11
H -1.49958 5.37739 -1.09022 -0.372 -0.025 0.171 0.10
H -0.58823 6.79244 -0.67803 -0.146 0.042 0.674 0.11
H -2.65531 4.16158 0.37928 -0.138 0.237 -0.389 0.13
H -3.96095 5.41765 0.45763 0.377 0.009 -0.406 0.14
H -2.67616 4.05681 2.91205 0.549 0.512 -0.146 0.08
H -4.16149 3.68197 2.34531 -0.442 0.318 -0.835 0.10
H -3.89386 5.35356 2.84579 -0.134 -0.341 0.386 0.08
H -2.89108 6.96176 2.38953 -0.709 1.143 0.213 0.12
H -3.55512 7.41903 0.75057 -0.037 0.109 0.268 0.14
H -1.23560 8.58080 2.30646 0.754 0.112 -0.142 0.13
H -2.60707 9.41832 1.71417 -0.387 0.054 0.179 0.14
H 0.34452 9.99616 0.06848 0.106 0.887 0.654 0.11
H -1.26728 10.94491 0.51985 0.791 0.210 0.919 0.10
H -0.95663 10.43521 -1.01213 0.263 -0.254 -0.395 0.10
C 6.92163 -0.99532 0.28228 -1.689 -0.149 2.033 -0.06
C 7.85057 -1.28050 -0.79817 1.357 -0.769 -0.460 -0.30
C 7.64923 -2.70194 -1.39139 -1.409 1.294 -1.562 -0.14
O 6.35039 -2.70869 -2.00443 0.520 0.169 0.193 -0.20
C 6.22513 -3.72783 -2.98095 -1.078 -0.921 -0.434 -0.09
N 7.72070 -0.08995 -1.79757 0.742 -1.801 0.740 0.26
H 6.82845 -0.17089 -2.26390 -0.614 0.238 -0.295 0.17
H 7.81166 0.72280 -1.20491 -0.406 0.544 -0.133 0.16
H 8.46329 -0.05932 -2.48146 0.216 -0.118 -0.468 0.17
H 5.90733 -1.29932 0.02364 -0.105 0.247 -0.008 0.11
H 6.92285 0.01504 0.69128 0.027 0.307 -0.448 0.10
H 7.17878 -1.56355 1.17619 0.081 -0.382 -0.154 0.11
H 8.86102 -1.24532 -0.39095 0.244 0.253 -0.392 0.15
H 7.68007 -3.47721 -0.62581 0.463 0.173 0.174 0.15
H 8.32706 -2.87489 -2.22729 0.680 -0.211 0.387 0.12
H 6.18513 -4.74597 -2.59380 0.514 -0.013 0.697 0.10
H 6.97378 -3.72148 -3.77315 0.207 0.449 0.061 0.09
H 5.23377 -3.67481 -3.43094 0.103 0.667 -0.099 0.10
C -4.49092 -2.32436 -0.16280 -0.658 1.017 -1.472 -0.02
C -3.40884 -3.08764 -0.97887 -3.180 -2.374 3.735 -0.25
C -2.59799 -2.44866 -1.98916 1.613 2.014 -1.482 -0.19
O -1.59918 -1.68691 -1.33847 -0.289 -0.222 0.755 -0.20
C -0.51043 -1.37281 -2.14442 2.214 -0.175 0.727 -0.10
N -2.50414 -3.72625 0.14307 -0.283 1.032 -2.319 0.26
H -2.31720 -4.66756 -0.17173 0.530 -0.487 0.649 0.17
H -1.72967 -3.09099 0.01371 1.344 -0.030 0.513 0.13
H -2.85204 -3.63353 1.08672 -0.369 -0.340 0.276 0.17
H -5.35823 -2.84749 0.23995 0.737 -1.123 0.309 0.10
H -5.06901 -1.74328 -0.88132 0.365 0.628 -0.203 0.08
H -4.13455 -1.64792 0.61407 0.361 -0.035 -0.184 0.09
H -3.87651 -3.97940 -1.39619 -0.279 0.250 -0.278 0.16
H -3.11496 -1.70889 -2.60038 -0.900 -0.363 -0.048 0.15
H -2.15594 -3.13726 -2.70925 0.165 -0.425 0.200 0.15
H 0.17379 -2.21599 -2.23908 -0.607 -0.883 -1.069 0.10
H 0.21580 -0.85515 -1.51775 -0.590 1.224 0.012 0.09
H -0.72206 -0.86294 -3.08429 -0.134 -0.062 0.121 0.11
As 4.51464 1.85880 -7.32967 -0.184 -0.279 -1.845 1.00
F 6.25741 2.45336 -7.19790 -2.375 -0.530 0.202 -0.34
F 3.79265 3.32165 -6.48961 0.972 -2.019 -0.970 -0.33
F 2.85865 1.13639 -7.82051 1.947 1.157 1.728 -0.35
F 5.14964 0.36091 -8.11637 -0.297 1.537 0.984 -0.32
F 4.68151 1.05956 -5.68991 -0.463 0.865 -1.768 -0.35
F 4.37531 2.71888 -8.92653 0.475 -0.757 1.946 -0.32
As -8.76670 -5.82533 5.37862 -0.680 -0.490 -0.198 0.92
F -7.20704 -5.77834 4.49881 -1.239 -0.307 0.502 -0.32
F -8.94169 -7.54329 5.08346 0.419 0.484 0.268 -0.29
F -10.42296 -5.88001 6.18859 2.284 0.596 -0.319 -0.34
F -8.51615 -4.04791 5.53116 -0.817 -1.639 0.351 -0.31
F -9.75036 -5.63236 3.85773 1.320 0.480 1.118 -0.34
F -7.87873 -6.23357 6.93038 -1.310 0.976 -1.805 -0.32
As -0.73536 -10.46221 -1.68762 1.669 -0.873 -1.724 0.92
F 0.68565 -9.91123 -0.68051 -1.779 -0.507 -1.097 -0.33
F -1.76314 -10.47721 -0.29090 0.383 -0.179 -0.483 -0.27
F -2.04634 -10.98168 -2.79815 1.014 0.401 1.163 -0.31
F 0.41204 -10.48111 -3.14067 -1.434 0.469 1.694 -0.35
F -0.25619 -12.22733 -1.47109 -0.713 2.248 0.103 -0.33
F -1.26690 -8.75338 -2.00745 0.876 -1.374 0.296 -0.34
As 0.53251 -2.55185 5.62960 -0.002 -2.600 1.741 0.82
F 1.10554 -1.79753 4.17494 -0.012 0.433 0.029 -0.29
F 2.25876 -2.79292 6.10101 -1.615 0.334 -0.286 -0.31
F -0.03051 -3.30598 7.19549 0.687 0.123 -2.003 -0.32
F -1.11315 -2.33137 5.07998 0.268 -0.093 -0.003 -0.29
F 0.55416 -4.14972 4.76311 0.032 1.551 1.016 -0.32
F 0.36492 -1.08919 6.55647 0.680 0.458 -0.756 -0.29
```
Forces are in eV/Å.

Values from the calculation:
Spin multiplicity: 1
Energy above the lowest of the compared OMol25 structures with the same formula, charge and spin (kcal per mole): 199.77
Largest force on an atom (eV/Å): 5.4
Lowest unoccupied orbital energy (eV): -0.837
HOMO energy (eV): -8.7
Charge: -1